<A>
{"formula": "C3H7O2S", "method": "the ωB97M-V functional and the def2-TZVPD basis", "elements": ["C", "S", "C", "H", "H", "H", "H", "H", "H", "O", "C", "O", "H"], "xyz": [[-0.39, -0.98, 1.70], [0.80, 0.33, 2.10], [0.83, 1.33, 0.53], [-1.32, -0.60, 1.38], [-0.75, -1.51, 2.64], [0.19, -1.74, 0.99], [-0.19, 1.50, 0.27], [1.54, 2.18, 0.57], [1.14, 0.70, -0.33], [-1.09, 0.09, -3.45], [-0.46, -0.19, -2.43], [-0.93, -0.55, -1.25], [0.65, -0.55, -2.74]], "lowdin_spin": [0.00, 0.01, 0.00, 0.00, 0.00, 0.00, 0.00, 0.00, 0.00, 0.03, 0.08, 0.81, 0.05], "molar_mass_g_mol": 107.15, "multiplicity": 2, "e_homo_ev": [-8.7, -8.6]}

<B>
{"formula": "C3H7O2S", "method": "the ωB97M-V functional and the def2-TZVPD basis", "elements": ["O", "C", "C", "C", "S", "H", "H", "H", "H", "H", "H", "H", "O"], "xyz": [[-0.58, 1.61, 2.49], [-0.38, 1.15, 1.37], [0.95, 0.87, 0.65], [0.85, -0.68, 0.18], [0.99, -1.30, -1.53], [-1.34, 1.06, 0.72], [1.79, 1.06, 1.45], [1.15, 1.44, -0.20], [-0.04, -1.11, 0.68], [1.67, -1.07, 0.84], [-2.21, -1.54, -2.45], [-0.93, -0.66, -2.24], [-1.93, -0.84, -1.97]], "lowdin_spin": [0.00, 0.00, 0.00, 0.09, 0.81, 0.00, 0.00, 0.00, 0.02, 0.01, 0.00, 0.01, 0.06], "molar_mass_g_mol": 107.15, "multiplicity": 2, "e_homo_ev": [-9.8, -9.6]}

Which of them is most stable, and which least? Most stable: <B>; least stable: <A>.

<A>
{"formula": "C3H6FN", "method": "the ωB97M-V functional and the def2-TZVPD basis", "elements": ["C", "C", "C", "N", "F", "H", "H", "H", "H", "H", "H"], "xyz": [[-0.99, -1.57, -0.10], [-1.90, 0.81, -0.09], [2.11, -0.50, 0.14], [-1.42, -0.49, -0.10], [1.46, 0.56, -0.43], [2.71, -0.11, 0.96], [-1.14, 1.48, -0.50], [-2.14, 1.11, 0.93], [-2.81, 0.87, -0.70], [2.74, -0.96, -0.62], [1.36, -1.21, 0.50]], "nbo_charge": [0.26, -0.44, -0.13, -0.50, -0.38, 0.16, 0.24, 0.22, 0.22, 0.16, 0.18], "molar_mass_g_mol": 75.09, "e_homo_ev": -11.2}

<B>
{"formula": "C3H6FN", "method": "the ωB97M-V functional and the def2-TZVPD basis", "elements": ["N", "C", "C", "C", "F", "H", "H", "H", "H", "H", "H"], "xyz": [[0.77, -0.18, 1.42], [0.43, -0.78, 0.16], [0.55, -0.24, -1.28], [-0.73, -0.10, -0.47], [-1.00, 1.19, -0.04], [1.14, 0.77, 1.53], [0.71, -0.69, 2.29], [0.35, -1.88, 0.32], [1.03, 0.70, -1.45], [0.53, -1.01, -2.01], [-1.70, -0.59, -0.76]], "nbo_charge": [-0.88, -0.08, -0.47, 0.17, -0.36, 0.39, 0.39, 0.21, 0.23, 0.23, 0.17], "molar_mass_g_mol": 75.09, "smiles": "N[C@@H]1C[C@@H]1F", "e_homo_ev": -8.4}

Which of them is most stable, and which least? Most stable: <A>; least stable: <B>.

<A>
{"formula": "C4H9N2O2", "method": "the ωB97M-V functional and the def2-TZVPD basis", "elements": ["C", "C", "C", "C", "N", "N", "O", "O", "H", "H", "H", "H", "H", "H", "H", "H", "H"], "xyz": [[-0.62, -2.78, 1.04], [0.05, -3.32, 0.03], [-1.25, 2.01, 0.01], [1.24, 1.99, -0.30], [-0.06, 1.28, -0.24], [-0.20, 0.03, -0.28], [-1.38, -2.38, 1.81], [0.87, -0.73, -0.50], [0.96, -3.93, 0.36], [0.54, -1.69, -0.32], [-0.27, -3.44, -0.95], [-1.55, 2.81, -0.77], [-2.07, 1.18, 0.17], [-1.29, 2.47, 1.00], [2.09, 1.43, 0.22], [1.68, 2.04, -1.32], [1.26, 3.02, 0.06]], "nbo_charge": [0.77, -0.88, -0.46, -0.51, -0.04, 0.26, -0.38, -0.46, 0.31, 0.50, 0.30, 0.27, 0.26, 0.25, 0.27, 0.27, 0.27], "molar_mass_g_mol": 117.13, "charge": 1, "e_homo_ev": -13.8}

<B>
{"formula": "C4H9N2O2", "method": "the ωB97M-V functional and the def2-TZVPD basis", "elements": ["C", "C", "C", "C", "N", "N", "O", "O", "H", "H", "H", "H", "H", "H", "H", "H", "H"], "xyz": [[0.99, 0.00, 1.23], [0.47, 0.02, 0.01], [-0.14, 0.67, -2.19], [1.03, 0.20, -1.28], [0.41, -0.16, 2.50], [-1.55, -1.06, 0.04], [-0.91, -0.07, 2.55], [0.98, -0.37, 3.52], [2.13, 0.18, 1.41], [-0.61, 1.47, -1.75], [-0.72, -0.19, -2.42], [0.06, 0.94, -3.22], [1.73, 0.95, -1.12], [1.52, -0.74, -1.77], [-2.23, -0.31, 0.17], [-1.46, -0.36, 3.28], [-1.70, -1.18, -0.96]], "nbo_charge": [-0.28, 0.44, -0.58, -0.58, 0.55, -0.67, -0.46, -0.17, 0.28, 0.22, 0.21, 0.25, 0.26, 0.30, 0.34, 0.55, 0.34], "molar_mass_g_mol": 117.13, "charge": 1, "e_homo_ev": [-14.1, -14.9]}

Which of them is most stable, and which least? Most stable: <A>; least stable: <B>.

<A>
{"formula": "C3H4BrF", "method": "the ωB97M-V functional and the def2-TZVPD basis", "elements": ["C", "C", "F", "C", "Br", "H", "H", "H", "H"], "xyz": [[0.26, -0.38, -0.05], [-1.21, -0.68, 0.06], [-1.55, -1.95, 0.06], [-2.09, 0.39, 0.00], [-3.90, 0.17, 0.01], [0.93, -1.11, 0.50], [0.45, -0.65, -1.11], [0.34, 0.69, 0.29], [-1.77, 1.39, -0.16]], "nbo_charge": [-0.69, 0.43, -0.30, -0.46, 0.09, 0.24, 0.23, 0.24, 0.23], "molar_mass_g_mol": 138.97, "smiles": "C/C(F)=C/Br", "e_homo_ev": -8.8}

<B>
{"formula": "C3H4BrF", "method": "the ωB97M-V functional and the def2-TZVPD basis", "elements": ["C", "C", "Br", "C", "F", "H", "H", "H", "H"], "xyz": [[1.20, -0.60, 0.54], [0.58, 0.24, -0.27], [1.32, 1.46, -1.46], [-1.07, 0.23, -0.20], [-2.10, -0.58, 0.72], [0.59, -1.22, 1.18], [2.27, -0.73, 0.65], [-1.42, -0.05, -1.19], [-1.37, 1.25, 0.03]], "nbo_charge": [-0.40, -0.15, 0.13, 0.03, -0.41, 0.23, 0.21, 0.19, 0.19], "molar_mass_g_mol": 138.97, "smiles": "C=C(Br)CF", "e_homo_ev": -10.0}

Which of them is most stable, and which least? Most stable: <A>; least stable: <B>.